(1)
Here is 3 unconnected molecules or ions with the total composition C27H40N3O7PS at a distorted geometry from the Open Molecules 2025 dataset. Energies are from wB97M-V/def2-TZVPD.

```
79
C27H40N3O7PS (wB97M-V/def2-TZVPD)
C -3.0987 -1.1946 -4.9321
C -1.8081 -1.9317 -5.1249
O -0.8729 -1.4286 -5.7048
O -1.7028 -3.2064 -4.6035
C -0.7738 -3.2298 -3.5286
C -0.4687 -4.6433 -3.0609
C 0.4523 -4.6759 -1.8033
C 1.0255 -3.3103 -1.4867
C 1.9649 -3.2543 -0.2631
C 2.4982 -1.8093 -0.2428
N 1.3779 -0.9219 0.2110
C 0.8282 0.0012 -0.8499
C 1.6886 1.2091 -1.1782
C 2.7905 0.9313 -2.1991
O 2.1465 0.4175 -3.3524
C 2.8194 0.6008 -4.5156
C 2.6385 -0.5085 -5.5241
O 3.4837 1.5717 -4.7737
C -0.5087 0.4687 -0.2693
C -1.4103 1.1279 -1.3216
O -1.0566 1.0274 -2.5227
O -2.4031 1.7018 -0.8666
O -0.1939 1.3247 0.8165
C 0.3736 0.6089 1.8753
C 1.6356 -0.1902 1.4936
P 2.0504 -1.3379 2.8825
S 0.6463 -2.6115 3.2981
H -3.2253 -0.5618 -5.8004
H -3.9382 -1.8761 -4.8528
H -3.0348 -0.5594 -4.0510
H 0.1297 -2.7081 -3.8356
H -1.2068 -2.6595 -2.7009
H 0.0111 -5.1515 -3.8944
H -1.4137 -5.1464 -2.8760
H -0.1077 -5.0890 -0.9715
H 1.2596 -5.3697 -2.0257
H 1.5788 -2.8927 -2.3215
H 0.1803 -2.6755 -1.2253
H 2.7723 -3.9642 -0.4184
H 1.4402 -3.4995 0.6585
H 2.7735 -1.6014 -1.2646
H 3.3731 -1.7483 0.3952
H 0.6034 -1.5566 0.4401
H 0.6244 -0.5811 -1.7394
H 1.0194 1.9032 -1.6786
H 2.0725 1.7432 -0.3158
H 3.5507 0.2501 -1.8135
H 3.2968 1.8769 -2.3711
H 1.7842 -1.1243 -5.2503
H 3.5304 -1.1171 -5.6020
H 2.3760 -0.0329 -6.4595
H -1.0537 -0.4120 0.1131
H 0.6885 1.3542 2.6061
H -0.3700 -0.0166 2.3775
H 2.5085 0.4347 1.3152
H 3.2947 -1.9529 2.6270
H 2.2875 -0.4891 3.9828
C -0.4393 5.5202 5.6507
C 0.8084 5.1122 6.0913
C 1.6440 4.4696 5.1921
N 1.3182 4.2157 3.9247
C 0.1104 4.6158 3.5197
C -0.7983 5.2690 4.3377
H -1.1219 6.0265 6.3211
H 1.1283 5.2881 7.1091
H 2.6311 4.1366 5.4947
H -0.1312 4.3951 2.4854
H -1.7624 5.5712 3.9531
C -4.6853 2.1810 4.0306
C -3.9897 2.2347 2.8350
C -3.2375 1.1309 2.4623
N -3.1417 0.0186 3.1949
C -3.8173 -0.0127 4.3440
C -4.6004 1.0333 4.8047
H -5.2861 3.0211 4.3567
H -4.0264 3.1090 2.2001
H -2.6820 1.1276 1.5292
H -3.7194 -0.9278 4.9186
H -5.1290 0.9511 5.7447
```

Properties
Orbital gap: 7.8 eV
SMILES: CC(=O)OCCCCCC[N@@H+]1[C@H](CCOC(C)=O)[C@H](C(=O)[O-])OC[C@H]1[PH2]=S.c1ccncc1.c1ccncc1

***

(2)
Here is 7 unconnected molecules or ions with the total composition C30H78N6O7 at a distorted geometry from the Open Molecules 2025 dataset. Energies are from wB97M-V/def2-TZVPD.

```
121
C30H78N6O7 (wB97M-V/def2-TZVPD)
C -3.9045 -1.7918 1.0213
C -4.0832 -0.9928 -0.2774
C -3.3697 0.3471 -0.1043
C -3.3305 -1.7563 -1.4118
C -4.2066 -2.8502 -2.0463
C -5.5841 -2.3274 -2.4143
C -6.3598 -1.6938 -1.2567
C -7.5093 -0.9355 -1.9361
C -6.9362 -2.7364 -0.3027
N -5.4877 -0.7410 -0.5888
O -6.1604 -0.0429 0.4441
H -4.2918 -2.8112 0.9099
H -2.8759 -1.9877 1.3323
H -4.4911 -1.3077 1.8041
H -2.3219 0.1482 0.1164
H -3.4532 0.9241 -1.0289
H -3.8255 0.9383 0.6926
H -2.8602 -1.0762 -2.1217
H -2.5552 -2.3132 -0.8830
H -3.7111 -3.2355 -2.9397
H -4.2450 -3.6604 -1.3125
H -6.1524 -3.1795 -2.7968
H -5.4379 -1.6180 -3.2303
H -7.1259 -0.2937 -2.7269
H -8.0666 -0.2997 -1.2407
H -8.2715 -1.6308 -2.2904
H -7.3771 -2.2967 0.5937
H -6.2115 -3.5096 -0.0403
H -7.7925 -3.2840 -0.7140
H -5.9869 0.8796 0.2233
C -0.8408 0.4930 4.3800
O 0.2823 0.9536 3.6668
C -0.0062 1.9425 2.6913
C 1.3279 2.5156 2.2644
C 1.9813 3.3356 3.3675
N 1.2119 3.2889 1.0264
H -0.7007 -0.4757 4.8554
H -1.7461 0.4054 3.7657
H -1.0508 1.2550 5.1429
H -0.5354 1.4692 1.8576
H -0.6656 2.7094 3.1166
H 2.0005 1.6603 2.0973
H 2.8871 3.8442 3.0383
H 2.2782 2.5712 4.0911
H 1.3569 4.0764 3.8667
H 2.1621 3.5751 0.8152
H 0.8388 2.7836 0.2299
C -1.3352 1.3358 -4.3352
O -1.1232 2.2063 -3.2334
C -1.6439 3.5219 -3.4536
C -1.4925 4.3707 -2.2041
C -2.0560 3.6613 -0.9877
N -2.0841 5.6872 -2.3976
H -0.6663 0.4868 -4.2032
H -1.1311 1.8255 -5.2868
H -2.3592 0.9598 -4.2652
H -1.1543 3.8941 -4.3633
H -2.6890 3.4148 -3.7782
H -0.4117 4.4122 -2.0116
H -3.1461 3.5787 -1.0668
H -1.8034 4.2231 -0.0864
H -1.7262 2.6363 -0.8248
H -2.0414 6.1569 -1.5008
H -1.5489 6.2166 -3.0736
C 8.2535 -4.3005 1.1121
O 7.7933 -3.0877 0.5630
C 6.3663 -2.9836 0.5665
C 6.0287 -1.6743 -0.1033
C 4.5196 -1.4969 -0.1639
N 6.5419 -1.6976 -1.4822
H 9.3087 -4.3990 0.8585
H 7.7547 -5.1701 0.6709
H 8.1370 -4.3118 2.1990
H 5.9418 -3.8534 0.0472
H 6.0012 -3.0740 1.5968
H 6.4879 -0.8823 0.4990
H 4.2394 -0.7083 -0.8656
H 4.0750 -1.2359 0.7997
H 4.0528 -2.4093 -0.5424
H 7.4878 -2.0894 -1.4506
H 6.8214 -0.7478 -1.7418
C 4.8894 2.9819 1.1653
O 4.3860 3.5057 -0.0563
C 3.9968 2.4702 -0.9627
C 3.5190 3.1204 -2.2673
C 2.5068 4.2443 -2.0663
N 3.0343 2.1490 -3.2437
H 4.0946 2.5515 1.7726
H 5.4234 3.8237 1.6067
H 5.6867 2.2515 0.9731
H 4.8607 1.8112 -1.1035
H 3.1736 1.9514 -0.4475
H 4.4275 3.5815 -2.6767
H 1.6549 3.8808 -1.4833
H 2.0826 4.6308 -2.9908
H 2.9766 5.0309 -1.4783
H 2.1796 1.7697 -2.8339
H 3.6491 1.3347 -3.2526
C -2.2228 -4.4530 3.7415
O -1.1738 -5.0227 2.9877
C -0.5159 -4.1319 2.1028
C 0.2306 -2.9998 2.7985
C 0.7078 -1.9362 1.8223
N 1.3661 -3.4151 3.6136
H -1.9170 -3.5793 4.3296
H -2.5710 -5.1352 4.5138
H -3.0022 -4.1640 3.0346
H 0.1612 -4.8028 1.5685
H -1.2293 -3.7196 1.3739
H -0.4911 -2.4534 3.4169
H 1.1184 -1.0560 2.3227
H -0.1087 -1.5481 1.2058
H 1.5409 -2.2658 1.1895
H 2.0807 -3.7849 2.9882
H 1.1082 -4.2180 4.1863
C 0.8862 0.0089 -1.4383
O 0.4248 1.3131 -1.1659
H 0.0367 -0.6595 -1.6234
H 1.5198 0.0204 -2.3378
H 1.5252 -0.3958 -0.6528
H -0.2111 1.5745 -1.8703
```

Properties
Orbital gap: 8.9 eV
SMILES: CC1(C)CCCC(C)(C)N1O.COC[C@H](C)N.COC[C@H](C)N.COC[C@H](C)N.COC[C@H](C)N.COC[C@H](C)N.CO
Energy above the lowest of the compared OMol25 structures with the same formula, charge and spin: 0.0 kcal per mole